--- one ---
Entry from the Open Molecules 2025 dataset: an isolated molecule of C2H5N3OS2 (the ωB97M-V functional and the def2-TZVPD basis).

Its structure (SMILES) is NNC(=S)SNC=O. The frontier orbital gap comes out at 9.20 eV.

Bonds (Å) are listed after each position.
Element x y z (Å)
1 N 2.607 -1.063 -0.015  N2 1.416, H9 1.058, H10 1.187
2 N 2.109 0.244 0.211  N1 1.416, C3 1.438, H11 0.956
3 C 0.812 0.810 -0.048  N2 1.438, S4 1.636, S5 1.814
4 S 0.354 2.373 -0.191  C3 1.636
5 S -0.251 -0.644 -0.263  C3 1.814, N6 1.562
6 N -1.737 -0.320 -0.618  S5 1.562, C7 1.417, H12 1.052
7 C -2.690 0.080 0.351  N6 1.417, O8 1.229, H13 1.212
8 O -3.891 0.254 0.154  C7 1.229
9 H 2.322 -1.602 0.849  N1 1.058
10 H 1.841 -1.270 -0.898  N1 1.187
11 H 2.817 0.814 0.510  N2 0.956
12 H -2.148 0.140 -1.470  N6 1.052
13 H -2.144 0.183 1.428  C7 1.212

--- two ---
Entry from the Open Molecules 2025 dataset: an isolated molecule of C2H5N3OS2 (the ωB97M-V functional and the def2-TZVPD basis).

Its structure (SMILES) is ONC(/C=N\S)=N/S. The frontier orbital gap comes out at 8.86 eV.

Bonds (Å) are listed after each position.
Element x y z (Å)
1 O 0.472 2.502 -0.215  N2 1.369, H9 0.961
2 N -0.337 1.412 -0.034  O1 1.369, C3 1.402, H10 1.058
3 C 0.386 0.214 0.052  N2 1.402, C4 1.482, N7 1.254
4 C -0.428 -0.944 0.491  C3 1.482, N5 1.288, H11 1.116
5 N -1.631 -1.374 0.326  C4 1.288, S6 1.734
6 S -2.834 -0.504 -0.570  N5 1.734, H12 1.328
7 N 1.592 0.195 -0.288  C3 1.254, S8 1.761
8 S 2.417 -1.359 -0.374  N7 1.761, H13 1.353
9 H 1.348 2.111 -0.182  O1 0.961
10 H -0.909 1.580 0.840  N2 1.058
11 H 0.145 -1.662 1.126  C4 1.116
12 H -3.812 -1.396 -0.460  S6 1.328
13 H 3.590 -0.776 -0.712  S8 1.353

--- three ---
Entry from the Open Molecules 2025 dataset: an isolated molecule of C2H5N3OS2 (the ωB97M-V functional and the def2-TZVPD basis).

Its structure (SMILES) is ON(/C=N\S)/C=N/S. The frontier orbital gap comes out at 9.08 eV.

Bonds (Å) are listed after each position.
Element x y z (Å)
1 O 0.788 2.132 -0.264  N2 1.377, H9 0.956
2 N 0.550 0.777 -0.201  O1 1.377, C3 1.417, C6 1.383
3 C 1.448 0.160 0.705  N2 1.417, N4 1.265, H10 1.100
4 N 1.845 -1.041 0.701  C3 1.265, S5 1.661
5 S 1.374 -2.190 -0.403  N4 1.661, H11 1.364
6 C -0.806 0.508 -0.219  N2 1.383, N7 1.287, H12 1.091
7 N -1.293 -0.584 0.257  C6 1.287, S8 1.716
8 S -2.986 -0.761 0.046  N7 1.716, H13 1.318
9 H 1.303 2.262 -1.059  O1 0.956
10 H 1.880 0.857 1.438  C3 1.100
11 H 0.344 -1.581 -1.059  S5 1.364
12 H -1.339 1.354 -0.656  C6 1.091
13 H -3.109 -1.892 0.713  S8 1.318

The structure with the least stability is two.

--- one ---
Entry from the Open Molecules 2025 dataset: a 3-piece molecular cluster, C4H9NO2 overall (the ωB97M-V functional and the def2-TZVPD basis).

As for the net charge: +1. The expectation value of S² is 0.76. The frontier orbital gap (spin up / spin down) comes out at 10.33 / 6.44 eV. As for the multiplicity: 2.

Bonds (Å) are listed after each position.
Element x y z (Å)
1 C -0.051 0.487 -0.177  C2 1.439, C5 1.361, H6 1.084
2 C 1.327 0.277 -0.531  C1 1.439, N3 1.334, H7 1.076
3 N 1.555 0.907 -1.684  C2 1.334, C4 1.374, H8 1.010
4 C 0.363 1.404 -2.153  N3 1.374, C5 1.402, H9 1.062
5 C -0.642 1.150 -1.209  C1 1.361, C4 1.402, H10 1.070
6 H -0.373 0.222 0.824  C1 1.084
7 H 2.177 -0.191 -0.065  C2 1.076
8 H 2.432 0.923 -2.186  N3 1.010
9 H 0.331 2.099 -2.955  C4 1.062
10 H -1.666 1.461 -1.225  C5 1.070
11 H -4.533 -1.193 1.721  O13 0.964
12 H -3.480 -0.913 0.636  O13 0.962
13 O -3.855 -1.613 1.179  H11 0.964, H12 0.962
14 H 2.775 -1.228 2.695  O16 0.966
15 H 1.500 -2.009 2.906  O16 0.964
16 O 2.141 -1.782 2.222  H14 0.966, H15 0.964

--- two ---
Entry from the Open Molecules 2025 dataset: an isolated ion of composition C4H9NO2 and charge +1 (the ωB97M-V functional and the def2-TZVPD basis).

As for the net charge: +1. The expectation value of S² is 0.75. The frontier orbital gap (spin up / spin down) comes out at 11.19 / 6.19 eV. As for the multiplicity: 2.

Bonds (Å) are listed after each position.
Element x y z (Å)
1 C -0.373 -1.227 0.462  C2 1.544, N5 1.417, H8 1.077, H9 1.114
2 C 0.608 -0.575 1.460  C1 1.544, C3 1.511, H10 1.092, H11 1.099
3 C 1.897 -0.207 0.764  C2 1.511, O4 1.202, H12 1.099
4 O 2.115 -0.500 -0.382  C3 1.202
5 N -1.314 -0.319 -0.084  C1 1.417, C6 1.453, H13 1.021
6 C -0.876 0.727 -0.993  N5 1.453, O7 1.381, H14 1.109, H15 1.079
7 O -1.604 1.900 -0.945  C6 1.381, H16 0.974
8 H -0.853 -2.064 0.941  C1 1.077
9 H 0.256 -1.589 -0.383  C1 1.114
10 H 0.152 0.252 2.009  C2 1.092
11 H 0.933 -1.289 2.230  C2 1.099
12 H 2.721 0.197 1.367  C3 1.099
13 H -2.162 -0.798 -0.391  N5 1.021
14 H -0.873 0.300 -2.017  C6 1.109
15 H 0.148 0.995 -0.781  C6 1.079
16 H -2.522 1.741 -1.226  O7 0.974

The structure with the least stability is two.

--- one ---
Entry from the Open Molecules 2025 dataset: an isolated molecule of CHI2P (the ωB97M-V functional and the def2-TZVPD basis).

The frontier orbital gap (spin up / spin down) comes out at 6.13 / 6.13 eV.

Bonds (Å) are listed after each position.
Element x y z (Å)
1 C -1.178 -0.407 0.585  I3 2.327, I4 2.264, H5 1.122
2 P 1.953 0.358 -1.219  I3 2.603, I4 2.692
3 I -0.619 0.731 -1.366  C1 2.327, P2 2.603, I4 3.248
4 I 0.944 -1.176 0.749  C1 2.264, P2 2.692, I3 3.248
5 H -1.100 0.493 1.251  C1 1.122

--- two ---
Entry from the Open Molecules 2025 dataset: an isolated molecule of CHI2P (the ωB97M-V functional and the def2-TZVPD basis).

The frontier orbital gap (spin up / spin down) comes out at 6.06 / 6.06 eV.

Bonds (Å) are listed after each position.
Element x y z (Å)
1 C -0.115 -0.448 -0.994  I3 2.251, I4 2.219, H5 1.123
2 P -2.605 2.466 -1.401  I3 2.674, I4 2.741
3 I -2.305 -0.077 -0.631  C1 2.251, P2 2.674, I4 3.071
4 I -0.015 1.638 -1.746  C1 2.219, P2 2.741, I3 3.071
5 H 0.409 -0.191 -0.035  C1 1.123

The structure with the least stability is two.